1.
23
Properties=species:S:1:pos:R:3:mulliken_charge:R:1 method="wB97M-V/def2-TZVPD" orbital_gap_ev=9.896 e_lumo_ev=-8.2 mol_weight_g_mol=130.2 total_charge=+2 e_homo_ev=-18.1 fmax_ev_per_a=4.8 de_lowest_kj_mol=262.9
C 0.4883 -1.6835 -0.3745 0.228
C -1.2977 -2.9145 -0.5195 -0.309
C 2.4363 -0.3270 -1.1397 -1.695
C 1.0368 0.6441 0.5536 -1.467
C 1.5530 -0.7321 0.0440 0.668
N -0.5709 -2.0128 0.3095 -0.384
N 0.3861 -2.4124 -1.5970 0.485
N -0.6552 -3.0942 -1.7188 -0.500
N -2.6634 3.9561 1.8211 -0.511
H -1.7706 -3.7361 -0.0986 0.419
H -2.2179 -2.2941 -0.7523 0.354
H 1.8242 0.1461 -1.8699 0.502
H 3.0250 -1.1622 -1.5185 0.446
H 3.2154 0.4320 -0.7783 0.357
H 0.8670 1.1657 -0.2896 0.495
H 1.8093 1.0687 1.1930 0.395
H 0.1107 0.6369 1.1465 0.365
H 2.1329 -1.1855 0.8118 0.318
H 1.1721 -2.4391 -2.2936 0.321
H -3.4731 3.6886 1.1976 0.403
H -2.3311 3.4729 2.6020 0.340
H -2.9809 4.8855 2.2765 0.419
H -2.0965 3.8970 0.9947 0.349

2.
25
Properties=species:S:1:pos:R:3:mulliken_charge:R:1 method="wB97M-V/def2-TZVPD" smiles="C[N+](C)=C1N=[P@@H](C)NC(=[NH2+])N1" orbital_gap_ev=8.967 e_lumo_ev=-8.0 mol_weight_g_mol=175.2 total_charge=+2 e_homo_ev=-17.0 fmax_ev_per_a=7.1 de_lowest_kj_mol=60.5
C -0.3304 -1.2440 -2.3815 -0.930
N -0.6061 -1.4548 -1.0143 0.071
C -1.1917 -2.6799 -0.6211 -1.045
C -0.0937 -0.5367 -0.1559 0.590
N 0.3401 0.6270 -0.6787 -0.459
P 1.1344 1.7675 0.0828 0.308
C 0.4597 3.4015 -0.4379 -0.919
N 0.6021 1.6076 1.6310 -0.331
C 0.3079 0.0907 2.1558 0.617
N 0.2607 -0.1369 3.4543 -0.271
N -0.0191 -0.7798 1.2256 -0.106
H -0.7969 -0.4424 -2.8041 0.338
H 0.7131 -1.0704 -2.4718 0.398
H -0.6287 -2.2245 -2.9433 0.353
H -0.5143 -3.5634 -1.0084 0.384
H -1.5506 -2.8126 0.3906 0.364
H -2.1285 -2.9409 -1.1816 0.373
H 2.5853 1.6839 -0.0949 0.209
H 0.2995 4.1341 0.4748 0.353
H 1.0907 3.9299 -1.1584 0.383
H -0.4821 3.1401 -0.9022 0.329
H 0.9384 2.1325 2.4983 0.311
H 0.5239 0.5893 4.0084 0.192
H -0.0910 -1.0677 3.7213 0.251
H -0.4215 -1.7217 1.6066 0.240

3.
27
Properties=species:S:1:pos:R:3:mulliken_charge:R:1 method="wB97M-V/def2-TZVPD" orbital_gap_ev=10.488 e_lumo_ev=-2.6 mol_weight_g_mol=188.2 total_charge=+1 e_homo_ev=-13.0 fmax_ev_per_a=5.4 de_lowest_kj_mol=0.0
C 1.7598 1.6045 1.2269 0.421
C -0.1823 -1.6909 0.2261 0.480
C -1.9045 0.6656 -1.3698 -0.504
C -0.6413 0.9756 -2.1917 -0.283
C -0.2024 1.1738 0.0422 0.347
N 0.5185 1.5818 1.0393 -0.452
N -1.5635 1.0647 -0.0660 0.028
N 2.2824 2.6470 1.8817 -0.370
N 2.6045 0.5686 0.9863 -0.444
N -0.7153 -2.8214 -0.3594 -0.492
N -1.0537 -1.2760 1.2967 -0.453
N 0.9409 -1.1542 -0.0580 -0.569
O 0.3772 1.2724 -1.1885 -0.370
H -2.8435 1.1509 -1.8227 0.327
H -2.1106 -0.4445 -1.3431 0.204
H -0.3321 -0.0215 -2.7032 0.256
H -0.8308 1.9604 -2.7137 0.345
H -2.1527 0.9680 0.7428 0.289
H 1.8054 3.5459 1.8004 0.251
H 3.2569 2.5844 2.1703 0.242
H 2.2432 -0.2901 0.4079 0.385
H 3.5539 0.7493 0.6683 0.306
H -1.6659 -3.1431 0.0308 0.211
H -0.3060 -3.1969 -1.2833 0.257
H -1.7490 -1.9471 1.5311 0.177
H -0.6675 -0.8439 2.1256 0.248
H 1.3962 -1.7931 -0.7586 0.163

4.
21
Properties=species:S:1:pos:R:3:mulliken_charge:R:1 method="wB97M-V/def2-TZVPD" multiplicity=2 orbital_gap_ev="3.922 / 11.091" e_lumo_ev="0.6 / 0.4" mol_weight_g_mol=104.2 e_homo_ev="-3.4 / -10.7" fmax_ev_per_a=3.2 de_lowest_kj_mol=268.3 s2=0.75
C -1.9658 -0.1148 -0.1169 -0.612
O -1.9444 -0.6448 1.1914 -0.255
C -0.5096 0.3649 -0.4303 -1.097
C 0.6883 -0.6215 -0.3474 1.262
C 1.0943 -0.8053 1.0854 -1.882
C 1.7239 -0.1622 -1.3434 -1.406
N -0.3461 1.5812 0.4974 -1.574
H -2.2612 -0.7918 -0.9540 0.355
H -2.6890 0.6828 -0.2740 0.442
H -2.0332 -1.6001 1.1677 0.298
H -0.6572 0.8382 -1.4133 -0.722
H 0.1543 -1.5354 -0.7223 0.262
H 0.3874 -1.3449 1.7410 0.253
H 1.5033 0.1364 1.4278 0.464
H 1.8718 -1.5469 1.3928 0.430
H 1.5530 -0.6754 -2.3043 0.325
H 1.7833 0.8806 -1.6338 0.444
H 2.7051 -0.3471 -0.9107 0.411
H -0.9685 2.3892 0.0781 1.185
H -0.6755 1.3381 1.4389 0.648
H 0.5859 1.9787 0.4297 0.768

5.
21
Properties=species:S:1:pos:R:3:mulliken_charge:R:1 method="wB97M-V/def2-TZVPD" multiplicity=2 orbital_gap_ev="10.618 / 7.828" e_lumo_ev="1.0 / -1.7" mol_weight_g_mol=104.2 e_homo_ev="-9.6 / -9.5" fmax_ev_per_a=1.1 de_lowest_kj_mol=111.5 s2=0.75
C 1.9325 2.4532 0.9575 -0.714
N 0.6189 2.9335 0.4962 -0.438
C -0.0356 1.9570 -0.3734 -0.367
O -0.3775 0.7729 0.2093 -0.309
H 1.8878 1.7748 1.8102 0.246
H 2.5833 3.3060 1.1262 0.284
H 2.3641 1.8667 0.1405 0.297
H -0.0138 3.0243 1.2803 0.246
H 0.6328 1.7683 -1.2239 0.380
H -0.9625 2.4264 -0.7377 0.310
C 0.5041 -1.9425 -0.3742 -1.087
C -0.8987 -2.1104 -0.9401 -0.098
C -1.9819 -2.0949 0.1217 -1.032
H 0.6051 -1.0488 0.2572 0.207
H 1.2330 -1.7872 -1.1696 0.307
H 0.6921 -2.7748 0.3084 0.386
H -0.9178 -3.0418 -1.5145 0.350
H -1.0722 -1.3198 -1.6765 0.211
H -2.9063 -2.5984 -0.1542 0.325
H -1.6550 -2.5028 1.0831 0.286
H -2.2324 -1.0616 0.3735 0.210

6.
21
Properties=species:S:1:pos:R:3:mulliken_charge:R:1 method="wB97M-V/def2-TZVPD" multiplicity=2 orbital_gap_ev="4.294 / 10.581" e_lumo_ev="0.9 / 0.7" mol_weight_g_mol=104.2 e_homo_ev="-3.4 / -9.9" fmax_ev_per_a=2.6 de_lowest_kj_mol=264.3 s2=0.75
C 0.0970 1.6518 2.2820 -1.447
C 0.3057 1.9217 0.7931 -0.282
C -0.6437 1.1061 -0.1292 -1.090
C 0.0520 0.1768 -1.0923 -0.833
C 0.3946 0.4697 -2.3478 -0.840
N 0.3003 -1.1417 -0.5489 -0.647
H -0.0759 0.6141 2.5259 0.466
H 0.7149 2.3033 2.8739 0.345
H -0.9278 2.0167 2.5091 0.338
H 0.0655 2.9747 0.6085 0.299
H 1.3551 1.8579 0.4990 0.453
H -1.2924 1.7352 -0.7198 0.546
H -1.3116 0.5593 0.4897 0.493
H 0.6109 -0.2464 -3.1093 0.460
H 0.3208 1.4868 -2.7084 0.285
H -0.4892 -1.8118 -0.6405 0.489
H 1.1556 -1.5243 -1.0371 0.692
H 0.3474 -1.1244 0.5228 0.476
H -0.3972 -4.8371 -0.8463 0.389
H -0.0386 -4.1738 0.4423 0.434
O -0.5434 -4.0148 -0.3667 -1.025